The following is a DFT calculation (the ωB97M-V functional and the def2-TZVPD basis) of an isolated ion of composition C2H6N3OS and charge +1.

Positions of all 13 atoms, in Å:
C1 0.386 0.304 0.178
C2 1.840 0.081 0.246
N1 -0.418 -0.463 0.870
N2 -0.273 1.202 -0.478
N3 -1.911 -1.170 -0.994
O1 -1.626 1.296 -0.135
S1 -2.121 -0.314 0.235
H1 2.257 -0.107 -0.680
H2 1.948 -0.839 0.914
H3 2.296 0.994 0.592
H4 0.080 -0.930 1.655
H5 0.195 1.692 -1.160
H6 -2.652 -1.745 -1.243

Results
Energy above the lowest of the compared OMol25 structures with the same formula, charge and spin: 425.2 kJ/mol
2S+1: 1
E_HOMO: -15.377 eV
Net charge: +1
Orbital gap: 11.224 eV
LUMO energy: -4.15 eV

natural (NBO) charges in e: 0.51 -0.66 -0.75 -0.23 -0.99 -0.47 1.50 0.27 0.25 0.27 0.46 0.43 0.41



The following is a DFT calculation (the ωB97M-V functional and the def2-TZVPD basis) of a single CH5N3S molecule.

Positions of all 10 atoms, in Å:
N1 2.198 -0.221 0.073
N2 1.044 0.523 0.080
C1 -0.053 -0.047 -0.141
N3 -1.278 0.625 -0.188
S1 -2.798 -0.107 -0.074
H1 2.922 0.271 -0.413
H2 1.991 -1.109 -0.399
H3 -0.134 -1.159 -0.265
H4 -1.131 1.629 0.109
H5 -2.760 -0.405 1.217

Results
Energy above the lowest of the compared OMol25 structures with the same formula, charge and spin: 138.5 kJ/mol
2S+1: 1
E_HOMO: -8.290 eV
Orbital gap: 9.142 eV
SMILES: N/N=C/NS
LUMO energy: 0.85 eV

natural (NBO) charges in e: -0.63 -0.31 0.20 -0.79 0.22 0.36 0.32 0.14 0.41 0.08



The following is a DFT calculation (the ωB97M-V functional and the def2-TZVPD basis) of a single CH2NP3 molecule.

Positions of all 7 atoms, in Å:
C1 0.190 -1.255 0.850
N1 0.283 -0.872 -0.287
P1 -1.424 1.611 1.656
P2 -1.059 2.163 -0.207
P3 0.116 0.300 -1.431
H1 0.304 -2.208 1.130
H2 1.589 0.261 -1.711

Results
Energy above the lowest of the compared OMol25 structures with the same formula, charge and spin: 0.0 kJ/mol
2S+1: 3
E_HOMO (alpha / beta): -6.523 / -8.907 eV
Orbital gap (alpha / beta): 5.702 / 6.591 eV
LUMO energy (alpha / beta): -0.82 / -2.32 eV

natural (NBO) charges in e: 0.16 -0.78 0.06 -0.15 0.57 0.15 -0.01



The following is a DFT calculation (the ωB97M-V functional and the def2-TZVPD basis) of a single C5H11NO molecule.

Positions of all 18 atoms, in Å:
C1 0.069 1.858 0.275
C2 -0.456 0.503 -0.010
C3 -1.328 -0.089 1.121
N1 0.518 -0.474 -0.469
C4 0.115 -1.380 -1.548
C5 1.650 -0.730 0.257
O1 1.968 -0.152 1.276
H1 -0.665 2.676 0.304
H2 0.561 1.897 1.251
H3 0.851 2.245 -0.394
H4 -1.229 0.630 -0.817
H5 -2.024 -0.873 0.851
H6 -1.922 0.693 1.593
H7 -0.640 -0.443 1.913
H8 0.565 -0.999 -2.482
H9 0.548 -2.390 -1.509
H10 -0.949 -1.512 -1.471
H11 2.370 -1.457 -0.141

Results
Energy above the lowest of the compared OMol25 structures with the same formula, charge and spin: 101.3 kJ/mol
2S+1: 1
E_HOMO: -9.246 eV
Orbital gap: 10.130 eV
SMILES: CC(C)N(C)C=O
LUMO energy: 0.88 eV

natural (NBO) charges in e: -0.63 -0.05 -0.62 -0.45 -0.41 0.53 -0.62 0.22 0.23 0.22 0.20 0.21 0.21 0.22 0.20 0.21 0.21 0.12



The following is a DFT calculation (the ωB97M-V functional and the def2-TZVPD basis) of a single C8H15FN2O2 molecule.

Positions of all 28 atoms, in Å:
C1 0.127 -3.056 0.603
C2 1.133 -2.152 0.380
F1 2.107 -2.508 -0.481
C3 1.122 -0.743 0.968
N1 2.350 -0.008 0.539
C4 -0.080 0.071 0.493
C5 0.021 0.359 -0.999
C6 -1.304 0.864 -1.561
C7 -1.585 2.351 -1.315
N2 -2.801 2.753 -2.033
C8 1.116 -1.038 2.528
O1 0.035 -1.221 3.065
O2 2.294 -1.124 3.172
H1 0.143 -4.048 0.110
H2 -0.769 -2.862 1.191
H3 2.453 0.003 -0.478
H4 3.186 -0.373 0.969
H5 -0.144 0.978 1.103
H6 -1.004 -0.514 0.642
H7 0.847 1.089 -1.090
H8 0.342 -0.550 -1.520
H9 -1.310 0.741 -2.643
H10 -2.113 0.236 -1.164
H11 -1.636 2.489 -0.249
H12 -0.794 2.988 -1.688
H13 -3.205 3.602 -1.622
H14 -2.592 2.935 -3.028
H15 2.064 -1.265 4.107

Results
Energy above the lowest of the compared OMol25 structures with the same formula, charge and spin: 0.0 kJ/mol
2S+1: 1
E_HOMO: -9.247 eV
Orbital gap: 9.926 eV
SMILES: C=C(F)[C@@](N)(CCCCN)C(=O)O
LUMO energy: 0.68 eV

natural (NBO) charges in e: -0.49 0.39 -0.33 -0.05 -0.84 -0.38 -0.41 -0.40 -0.21 -0.85 0.81 -0.60 -0.67 0.22 0.23 0.37 0.38 0.22 0.22 0.20 0.21 0.20 0.21 0.19 0.17 0.36 0.36 0.50



The following is a DFT calculation (the ωB97M-V functional and the def2-TZVPD basis) of C20H26GaN5O3S2 as an isolated structure.

Positions of all 57 atoms, in Å:
Ga1 -0.600 -0.090 -0.782
O1 -2.590 -0.663 1.394
S1 -1.356 -0.872 2.131
O2 -1.178 -2.112 2.816
N1 -0.212 -0.700 0.961
C1 1.154 -0.574 1.306
C2 1.761 -1.040 2.439
C3 3.139 -0.794 2.656
C4 3.899 -0.117 1.748
C5 3.306 0.352 0.549
C6 4.009 1.032 -0.466
C7 3.356 1.434 -1.607
C8 1.997 1.153 -1.744
N2 1.304 0.526 -0.806
C9 1.935 0.124 0.342
C10 -1.087 0.442 3.261
C11 -1.008 0.142 4.613
C12 -0.822 1.179 5.518
C13 -0.712 2.485 5.066
C14 -0.791 2.772 3.707
C15 -0.985 1.750 2.797
H1 1.199 -1.605 3.169
H2 3.591 -1.164 3.566
H3 4.952 0.059 1.921
H4 5.066 1.230 -0.338
H5 3.869 1.959 -2.399
H6 1.457 1.448 -2.634
H7 -1.090 -0.883 4.947
H8 -0.762 0.963 6.575
H9 -0.564 3.288 5.775
H10 -0.703 3.794 3.364
H11 -1.056 1.970 1.738
N3 -2.385 -1.270 -1.103
N4 -3.515 -0.439 -1.210
C16 -3.386 0.897 -1.200
N5 -4.480 1.624 -1.122
S2 -1.869 1.695 -1.367
H12 -2.342 -1.880 -1.914
H13 -2.492 -1.805 -0.236
H14 -4.391 -0.855 -0.924
H15 -5.402 1.216 -1.059
H16 -4.415 2.630 -1.098
C17 0.101 0.279 -4.876
C18 -0.807 -0.549 -4.000
O3 -0.187 -0.953 -2.744
C19 0.584 -2.181 -2.894
C20 1.156 -2.636 -1.577
H17 -0.351 0.366 -5.864
H18 1.078 -0.184 -5.010
H19 0.231 1.292 -4.496
H20 -1.121 -1.463 -4.508
H21 -1.703 0.010 -3.726
H22 1.376 -1.996 -3.621
H23 -0.086 -2.937 -3.315
H24 1.969 -2.000 -1.230
H25 1.558 -3.641 -1.701
H26 0.403 -2.710 -0.786

Results
Energy above the lowest of the compared OMol25 structures with the same formula, charge and spin: 0.0 kJ/mol
2S+1: 1
E_HOMO: -14.084 eV
Net charge: +2
Orbital gap: 7.948 eV
LUMO energy: -6.14 eV

natural (NBO) charges in e: 1.67 -1.00 2.34 -0.91 -1.14 0.11 -0.19 -0.16 -0.18 -0.10 -0.04 -0.27 0.11 -0.64 0.21 -0.31 -0.18 -0.20 -0.16 -0.19 -0.22 0.26 0.25 0.24 0.25 0.26 0.22 0.25 0.24 0.24 0.23 0.21 -0.67 -0.41 0.38 -0.71 -0.13 0.41 0.45 0.43 0.43 0.45 -0.65 -0.06 -0.62 -0.06 -0.65 0.26 0.23 0.21 0.20 0.19 0.21 0.19 0.23 0.27 0.22



What is the formula in the sixth record?
C20H26GaN5O3S2



Which formula does entry 6 have?
C20H26GaN5O3S2